53
Properties=species:S:1:pos:R:3 method="wB97M-V/def2-TZVPD" gap_ev=8.650 total_charge=0 lumo_energy_ha=0.026 spin_multiplicity=1 max_force_ev_per_a=4.0 relative_energy_kj_mol=401.24 total_energy_ev=-37502.448
H 1.89471 -2.18925 -3.19607
O -4.75901 3.29509 1.27460
H 0.41692 2.07363 -0.89248
H 3.87648 -5.83905 -0.33450
H -2.49974 -1.15132 0.18385
O -5.00368 3.30716 -1.22033
H -0.09303 5.44847 0.99026
H 4.03907 -4.21103 0.29524
H 2.66938 -5.12375 -3.49603
C -0.24995 1.32700 -0.38580
H -1.08409 3.52142 2.89383
C 3.68802 -4.78574 -0.56125
C -4.11626 2.01167 1.36213
H -2.27746 5.86284 0.63123
C 1.74342 -2.16285 -0.61409
H 3.57305 -2.15619 0.58009
H -2.59280 4.49151 1.76001
C -1.13516 0.34953 -0.98588
H -0.16662 3.99817 -0.06591
H -4.64680 1.18320 0.81995
C 3.07989 -1.55453 -0.18405
H 1.07224 -4.44887 -3.87416
H -1.28655 0.20114 -2.07467
H 3.76590 -1.42245 -1.02321
C 0.45999 2.21090 1.96844
H 1.56789 2.28051 1.75368
C 2.35998 -3.08771 -2.77877
C -0.57314 4.42849 0.88230
H 2.50305 -3.91392 -4.76167
H 1.65796 -4.67768 0.13530
N -3.99015 1.63392 2.79843
H -4.83625 1.88268 3.31156
N 1.77990 -3.34362 -1.46882
C -1.74612 -0.33119 0.21743
C 2.19300 -4.57701 -0.81473
H 4.29979 -4.52842 -1.42833
H 0.39758 1.66991 2.96074
C -2.13570 4.74760 0.76854
H 1.83141 -5.41900 -1.41387
S -4.41503 4.10700 -0.13792
H -3.06778 2.04858 0.96448
C -0.20104 3.62802 2.19712
H -3.76748 0.64100 2.87949
H -1.43874 -0.02279 2.39122
H 1.15466 -2.38306 0.28403
H 3.43718 -2.87929 -2.71434
N -0.25542 1.35402 1.01394
C -1.14605 0.32308 1.37562
O -2.75213 4.10846 -0.37575
C 2.13391 -4.21435 -3.77803
H 0.55885 4.24114 2.76932
H 1.17392 -1.38690 -1.13501
H 2.90805 -0.56619 0.25284

---

131
Properties=species:S:1:pos:R:3 method="wB97M-V/def2-TZVPD" gap_ev=7.523 total_charge=+1 lumo_energy_ha=-0.088 spin_multiplicity=1 max_force_ev_per_a=0.8 total_energy_ev=-257756.936
H -1.85116 2.73849 -3.81340
C -3.79211 -4.07289 7.57359
C 0.03787 2.42768 -2.75306
N -3.77198 0.54154 -0.43782
C 6.14199 2.30364 -0.97432
O 0.55558 -8.38781 7.90159
H 5.43568 3.13326 -0.97780
Br -3.62196 6.32070 -0.06320
H 0.35229 3.25554 -3.38489
C 2.41650 -1.79797 -0.86552
H -3.81627 -1.91099 7.90491
S 4.06058 -1.24145 -1.45398
H 3.84226 -8.02175 6.81460
O -4.75598 -1.09236 1.57448
C 4.73886 1.82658 -3.08769
H -3.66533 3.74768 0.67166
C -4.76894 -0.92071 -2.78127
H 2.88047 -6.85549 4.58895
H 4.93619 1.61623 -4.14959
O -4.43484 -2.30677 -2.62939
H -2.64053 1.57933 1.04216
H 6.01763 0.42421 0.13592
H -5.95478 -4.29472 -0.59105
H 0.04596 -7.24335 5.62002
H -2.23373 -1.62992 5.76622
H -4.48227 5.86104 -3.73696
C -2.33030 -2.48730 6.42858
H 0.13267 2.77310 -1.71956
H -4.93873 -5.07430 -1.79426
S -2.16037 -3.98898 5.46768
H -4.13568 -5.24804 5.75723
H -2.62859 -0.79713 -2.63332
H -4.74755 3.02452 -0.55594
H -1.89270 -0.32482 0.06055
C -3.61197 1.62582 0.53204
Br -1.47762 5.34380 -2.57835
H 1.59190 0.47092 1.62844
O -2.71391 -3.76323 4.15110
H -3.88295 7.22216 -2.72298
C -4.15971 5.34033 -1.64776
H -4.48649 -2.42087 6.35498
C 1.01462 1.26592 -2.96085
H 2.46745 -2.88406 -0.89673
H 4.36131 4.08778 -6.04733
H -4.42074 1.55325 1.25908
H 5.59232 8.12065 -6.47872
C 5.99359 1.49471 0.32720
H 2.49608 1.58434 -4.51147
H -5.34602 -0.76864 -3.69230
H 3.22750 0.47742 0.94052
H -3.25756 -2.35223 1.12082
H -1.89651 3.59899 -0.64181
H -3.43394 3.91647 -3.04035
H 1.15831 0.70246 -2.03827
H 6.61903 7.14903 -5.42580
C -3.08035 4.36969 -2.11722
C 2.52449 -8.86490 5.29969
H -5.07198 4.79482 -1.42553
H -5.53497 6.66620 -2.59528
H 0.62013 0.55409 -3.68951
C 2.09544 -1.32986 0.55095
H -1.57622 1.49150 -1.07954
C -3.37787 -1.27981 1.29202
S 3.29996 -1.01715 -4.29734
H 1.67017 -1.45302 -1.57934
C 2.19736 0.18034 0.76967
H 3.36321 -9.26107 4.72943
C -2.95717 -0.59992 -0.04288
C 5.99152 1.49558 -2.28289
H -4.80318 -4.33336 7.87990
C -3.46096 -0.12368 -2.82530
H -5.38589 -0.61511 -1.93714
H -4.84385 -0.46224 2.29383
C -3.32109 -4.97300 6.42411
C -2.49173 -0.95311 2.48718
C 5.32079 5.95992 -6.68918
H -1.52885 -2.48365 7.16643
H -2.70010 -1.68916 3.25504
C -4.50899 6.33720 -2.75734
H 3.58963 7.53636 -5.15522
H -2.64916 0.06874 2.84012
H 1.08879 -1.67475 0.79733
C 1.07137 -6.91660 5.77192
C -5.10564 -4.14276 -1.25246
O 3.08538 5.20013 -3.99430
C -2.27081 1.92452 -1.80454
H 6.80878 1.71582 1.01650
S 4.46931 5.57338 -4.19279
C -1.43443 2.06498 -3.06590
H 4.41928 6.11870 -7.28346
H 2.79807 -1.82088 1.22635
O -6.59070 -2.90603 -2.65184
H 7.14222 2.73482 -0.97829
H -3.34324 0.31141 -3.81534
S 1.59987 -7.54777 7.36845
H 1.84441 0.73771 -0.09913
N -2.71118 3.25706 -1.15601
C 5.09389 4.81084 -5.69765
H -3.14155 -4.20970 8.43850
O 5.43142 5.37678 -3.13875
C -5.47976 -3.08086 -2.23171
H -2.80756 -5.86611 6.77130
O -0.82811 -4.51520 5.61862
H 6.07129 0.42842 -2.07423
C -3.76378 2.99490 -0.09937
H 1.10921 -5.83508 5.80046
C 4.56982 7.26514 -4.76430
H 2.98111 -9.48384 7.36767
C 3.58185 -0.27088 -2.89324
H -4.21968 -3.89002 -0.67947
H -3.00254 -1.37567 -0.79871
N 3.49760 1.13098 -2.68923
H 6.84113 1.73551 -2.92422
H 1.71855 -9.60083 5.26709
C 5.62330 7.22110 -5.86714
H -4.37937 1.60220 -2.11584
C 2.02977 -7.52313 4.73862
H -1.45400 -1.08911 2.17941
H 6.12923 5.72344 -7.37808
C -3.50225 1.01640 -1.80613
C 2.38761 1.74597 -3.43294
C 2.91679 -8.59269 6.74832
H 1.53628 -7.64584 3.77575
O 2.15391 -6.48053 8.16186
H -1.40231 1.08293 -3.53169
H 2.48246 2.82037 -3.27443
H 5.07209 1.73906 0.85379
H 4.54576 2.88952 -2.98580
H 4.82940 7.90456 -3.92409
C -3.70043 -2.61970 7.08696
H 6.02167 4.30416 -5.43907

---

14
Properties=species:S:1:pos:R:3 method="wB97M-V/def2-TZVPD" gap_ev=10.513 total_charge=0 lumo_energy_ha=0.029 spin_multiplicity=1 max_force_ev_per_a=3.8 smiles=CC[SiH2]CBr relative_energy_kj_mol=87.82 total_energy_ev=-81175.826
H 1.31685 -0.46745 2.16890
H 0.38749 0.40470 -2.77221
H 1.75091 -0.64096 -1.11093
H -0.94124 0.15391 -1.47588
H -1.75465 0.97201 0.72211
Si 0.33487 -0.49688 0.91555
Br -2.05482 -0.06777 3.00040
H 1.35896 0.93425 -0.89246
H 0.08270 -1.87836 0.88879
C 1.02844 -0.02949 -0.77534
C -1.03387 0.76250 1.55198
H 0.02981 -1.09749 -2.28742
C -0.03604 -0.12913 -1.90475
H -0.46943 1.58017 1.97126

---

33
Properties=species:S:1:pos:R:3 method="wB97M-V/def2-TZVPD" gap_ev=10.140 total_charge=0 lumo_energy_ha=0.025 spin_multiplicity=1 max_force_ev_per_a=4.2 smiles="C[Si](C)(C)[C@@]1(C=O)[C@@H]2CCCC[C@@H]21" relative_energy_kj_mol=193.22 total_energy_ev=-21654.575
H -2.11014 1.46270 2.13884
C 0.89982 -1.96158 -2.35571
H -0.33328 -3.27044 0.55350
H -3.24586 2.92737 0.31415
C 0.74757 -3.16458 0.58038
H 1.33075 1.40092 0.09368
H -2.72683 0.42152 -0.14258
H -0.22200 0.76227 -1.63781
Si 1.14277 -1.55300 -0.46460
H 1.12624 -2.99546 1.68779
H 1.04237 -3.05835 -2.55846
H 0.32125 1.83384 2.54357
C 0.31467 1.13667 0.45294
O -2.02685 -1.57959 0.81637
C -1.58553 2.32872 1.56045
H 2.95746 0.25374 0.01913
H 0.28981 3.19642 1.45153
C -1.08333 -0.90355 1.20044
H 1.31758 -4.14464 0.16408
H -1.42598 3.17121 -0.37562
H -0.68515 -0.83225 2.21320
H -0.09307 -1.71615 -2.70782
C 2.93076 -0.87068 -0.20412
C -0.10842 2.10833 1.56409
H 3.54370 -0.83445 -1.07877
C -2.17351 1.21246 -0.62122
C -0.67523 0.73215 -0.66554
C -0.14113 -0.27343 0.25070
H -1.97459 3.21358 2.18794
H 1.72118 -1.65997 -3.13094
C -2.18428 2.52706 0.18883
H 3.47837 -1.55344 0.58331
H -2.38969 1.48826 -1.68166

---

83
Properties=species:S:1:pos:R:3 method="wB97M-V/def2-TZVPD" gap_ev="4.056 / 3.968" total_charge=+1 lumo_energy_ha="-0.241 / -0.241" spin_multiplicity=2 max_force_ev_per_a=5.5 total_energy_ev=-211372.920
N -0.48730 -2.49220 -1.73070
H 0.90760 -1.51070 3.43240
C 2.25530 0.58560 2.51070
H 8.36280 1.82230 -0.86400
H 8.21000 -0.51240 -1.64550
C 2.17750 1.84630 -4.68070
C 5.14760 1.82350 -1.88350
C 6.33520 2.29040 -1.35550
C 7.43610 1.45080 -1.27330
C 4.18270 0.86390 -5.58760
H 1.02550 4.38430 -0.48640
H 1.71400 2.80450 -0.07010
O -0.65230 -0.83490 1.27040
H -1.94420 3.17420 -0.69650
C -1.63950 -0.40630 -2.33620
C -1.61740 -2.99330 1.61610
H -3.46500 -1.32350 -3.07230
C 2.50440 -0.09060 1.31420
H -3.71560 -0.11610 -1.81140
H 2.86210 3.12390 -7.72490
C -0.73350 -1.57270 -2.82550
C 4.04230 1.64160 -6.72310
H 0.46970 2.93150 -1.33670
H 5.64670 -1.18320 2.00720
H -2.37240 3.55480 0.97610
H 0.23790 -1.17810 -3.14970
C 3.24970 0.97380 -4.56310
H 0.02450 -2.05080 -0.94560
H 5.01320 0.17790 -5.48810
C 6.16390 -0.34400 -2.23310
H 1.46260 1.93480 -3.87660
Br 5.71600 0.01370 4.70840
C 2.03940 2.61540 -5.82110
H -1.20510 -2.10280 -3.65440
H 3.00710 1.15870 4.43880
P 3.52310 -0.06850 -3.08830
S -1.79990 -4.70880 -2.47970
C 0.80080 3.32700 -0.37670
O -1.10880 0.06500 -1.12450
Ge -1.98610 0.55360 0.55530
H -1.28900 -0.21070 3.62030
H -2.53260 -2.63170 1.14520
H -0.99510 -3.46640 0.85520
C 4.41480 -0.01950 3.32460
C 0.47950 -2.28050 2.79490
H 0.09620 4.79080 1.96450
H 1.14870 3.40430 2.26930
H 1.16120 -2.46520 1.95590
H -2.74080 -1.02460 3.01820
C -1.71810 -1.18070 3.36720
C 0.13400 3.70650 2.01680
H -0.59390 1.10230 -3.47220
C 4.69440 -0.68980 2.13970
C -0.29200 3.09250 0.67520
H -0.53690 3.36790 2.80470
C -0.87570 -1.81600 2.25700
H 1.20170 3.29170 -5.90770
C 5.07190 0.50640 -2.32550
H 6.08410 -1.36570 -2.57930
H 1.30290 1.08310 2.65570
O -0.43960 1.70240 0.84610
H 0.37060 -3.19800 3.36690
H -2.24920 1.53910 -3.01340
H 4.28190 2.46710 -1.96180
C -3.06580 -0.92550 -2.14370
Ru 0.94640 -0.05200 0.05160
H -3.07310 -1.70360 -1.38190
C -0.92770 -3.69820 -1.57550
C -1.61610 3.69480 0.20420
H 6.40470 3.31280 -1.01460
H 4.76650 1.56640 -7.51930
C 3.20310 0.63410 3.51490
C 3.73870 -0.71730 1.13830
C 2.97270 2.51710 -6.83950
C 7.35070 0.13690 -1.70840
S 3.45260 -2.01220 -3.43030
H 3.96550 -1.23900 0.21370
H -1.97600 0.39070 -4.32760
H -1.50430 4.75360 -0.01060
H -1.73310 -1.80590 4.25490
C -1.61140 0.72870 -3.36320
H -1.88100 -3.73680 2.36260
S 1.99050 0.56590 -1.84220

---

58
Properties=species:S:1:pos:R:3 method="wB97M-V/def2-TZVPD" gap_ev=5.265 total_charge=-2 lumo_energy_ha=0.146 spin_multiplicity=1 max_force_ev_per_a=1.9 relative_energy_kj_mol=203.34 total_energy_ev=-244854.966
H -3.46470 -0.94530 3.87850
C -6.64200 0.16580 3.53920
C -5.53620 0.02670 1.41220
H 0.52460 0.37490 -0.07790
H -7.55600 0.68050 1.67260
H -5.55740 0.15000 0.33650
H -0.93740 0.56610 -2.81150
C -4.09370 1.40630 -2.69710
H 0.64290 -3.61810 -2.13590
H -2.28410 0.14490 -4.86970
C -3.42180 2.10990 -1.71710
Se -1.31290 0.23470 2.28680
H 3.10150 -0.40490 -2.38090
C -6.65970 0.31960 2.16400
C 0.82780 2.68740 -2.36880
Pd -1.05920 0.40990 -0.89860
C 2.52990 0.16060 -0.37690
C -1.63990 1.01080 -4.80920
H -0.71360 3.69210 -6.67980
C -3.78220 -0.64980 -1.49070
H -4.48720 1.92270 -3.56400
Br -2.59780 1.58380 -7.45250
C 0.68790 -2.51280 -2.15850
C 0.00600 3.24460 -4.69580
C 2.26360 -0.56150 -1.69570
C -4.37720 -0.59760 3.41660
H 2.81290 -2.65800 -1.87410
H 1.87780 -2.24700 -0.41950
H -4.80570 -0.51390 -3.35740
O 1.88740 3.28180 -2.60150
Se -2.80790 -2.89390 0.93390
H -7.52160 0.41760 4.11950
N 1.35940 0.01890 0.46210
C -1.56410 1.90220 -5.86020
H -3.27860 3.17940 -1.82360
H 0.67600 -2.20760 -3.21400
H -2.61250 2.03770 0.29500
C -5.50050 -0.31100 4.16480
O 0.36630 2.34940 -1.26680
C -4.27320 0.02680 -2.58430
H 1.37800 -0.08800 -2.13480
H -1.32680 -2.31130 -1.83200
C -4.38260 -0.41350 2.04190
N -0.45230 -1.91370 -1.48850
C -0.87680 1.25800 -3.67850
H -3.93380 -1.71910 -1.38750
H 2.78970 1.20940 -0.60230
P -2.81970 -0.74500 1.13900
C -0.75580 3.02180 -5.82920
C 1.98400 -2.05610 -1.49030
H -5.48150 -0.44750 5.23770
H 1.42340 0.63410 1.27070
H 0.67040 4.09610 -4.63600
H -0.41300 -2.13080 -0.48640
C -3.12440 0.04970 -0.46540
C -0.04950 2.37300 -3.61620
H 3.38840 -0.30160 0.13840
C -2.93060 1.45700 -0.57760

---

22
Properties=species:S:1:pos:R:3 method="wB97M-V/def2-TZVPD" gap_ev=8.462 total_charge=+1 lumo_energy_ha=-0.141 spin_multiplicity=1 max_force_ev_per_a=6.4 relative_energy_kj_mol=11.79 total_energy_ev=-13125.468
C -0.17338 1.08950 0.07268
C 0.52595 -2.35596 0.26885
C 0.95207 0.12937 -0.19153
N -1.49173 0.61563 0.05826
H 0.32912 -3.23842 -0.17290
H -2.56752 1.99123 1.01441
C -2.66410 1.08552 0.38213
H -3.92608 -0.01977 -0.82155
H -0.32018 -2.22684 0.90298
H 3.69441 0.75383 1.60655
N -3.85171 0.70947 -0.10659
H -0.00913 -1.03598 -1.57720
H 1.68033 -1.57544 -1.45235
O 2.88653 0.27993 1.20132
O 2.98283 1.45027 -0.88129
H 3.81259 1.98828 -0.64777
H -0.09597 2.16145 0.39896
H -4.53507 1.34044 0.21261
B 2.37633 0.68736 0.06233
H 1.25908 -2.35296 1.01531
H -1.59355 -0.27555 -0.53009
C 0.72919 -1.20136 -0.81512